(1)
Formula: C3H7NO2S
Source: the Open Molecules 2025 dataset
Level of theory: wB97M-V/def2-TZVPD

```
14
Properties=species:S:1:pos:R:3:lowdin_charge:R:1
C -0.582 0.271 0.994 -0.545
C 0.823 0.591 -1.069 -0.035
C 0.588 -0.118 0.196 -0.403
N -1.619 0.957 0.519 0.203
O -0.550 -0.084 2.194 0.019
O 1.614 -0.630 0.849 0.070
S -0.544 -2.477 -0.567 0.286
H 1.025 1.675 -0.899 0.126
H 1.655 0.143 -1.340 0.031
H 0.069 0.606 -1.906 0.124
H -1.746 1.216 -0.424 0.099
H -2.354 0.961 1.216 0.135
H 1.256 -0.983 1.751 0.182
H 0.365 -2.127 -1.516 -0.292
```

Values from the calculation:
Frontier orbital gap (alpha / beta): 7.1 / 7.0 eV
Energy relative to the best compared isomer or geometry (same formula, charge and spin): 256.0 kJ/mol
E_HOMO (alpha / beta): -8.35 / -8.33 eV
Net charge: 0

(2)
Formula: C3H7NO2S
Source: the Open Molecules 2025 dataset
Level of theory: wB97M-V/def2-TZVPD

```
14
Properties=species:S:1:pos:R:3:lowdin_charge:R:1
C 0.094 0.009 -0.998 -0.230
C -0.658 -1.120 -0.185 -0.628
S -0.857 -2.533 -1.236 0.665
N 0.991 1.008 -0.249 0.031
C 0.469 1.736 0.878 -0.503
O 1.568 1.906 1.766 0.029
O -0.692 2.060 1.142 0.066
H -0.650 0.762 -1.225 0.097
H 0.560 -0.412 -1.931 0.106
H 0.071 -1.224 0.683 0.097
H -1.613 -0.750 0.198 0.067
H -1.336 -3.446 -0.203 -0.067
H 2.036 0.901 -0.098 0.150
H 1.261 2.166 2.660 0.121
```

Values from the calculation:
Frontier orbital gap: 9.9 eV
SMILES: O=C(O)NCCS
Energy relative to the best compared isomer or geometry (same formula, charge and spin): 129.2 kJ/mol
E_HOMO: -9.32 eV
Net charge: 0

(3)
Formula: C3H7NO2S
Source: the Open Molecules 2025 dataset
Level of theory: wB97M-V/def2-TZVPD

```
14
Properties=species:S:1:pos:R:3:lowdin_charge:R:1
C 0.196 -0.113 0.486 -0.534
C -1.652 -0.018 -1.180 -0.083
C -0.924 0.710 -0.078 -0.171
N 1.142 0.717 0.941 0.188
O 3.288 -1.412 0.807 -0.708
O 0.158 -1.359 0.515 -0.146
S 2.246 -2.486 0.469 0.800
H -1.181 0.294 -2.169 0.104
H -1.527 -1.104 -1.074 0.087
H -2.616 0.254 -1.279 0.026
H -1.627 0.593 0.750 0.127
H -0.565 1.793 -0.161 0.137
H 2.050 0.449 1.246 0.080
H 1.012 1.682 0.728 0.093
```

Values from the calculation:
Frontier orbital gap (alpha / beta): 7.5 / 7.5 eV
SMILES: CCC(N)=O.O=S
Energy relative to the best compared isomer or geometry (same formula, charge and spin): 271.9 kJ/mol
E_HOMO (alpha / beta): -8.05 / -8.06 eV
Net charge: 0